1.
2 unconnected molecules or ions with the total composition C19H29N3O6. Source: the Open Molecules 2025 dataset; level of theory: ωB97M-V/def2-TZVPD.

Structure (XYZ):
```
57
C19H29N3O6 | the Open Molecules 2025 dataset | ωB97M-V/def2-TZVPD
O -2.256 -1.782 -2.788
C -2.368 -3.049 -3.453
C -1.648 -4.179 -2.691
C -0.148 -3.858 -2.583
C 0.624 -4.854 -1.725
N 0.674 -4.430 -0.326
C -0.094 -5.638 -0.595
C -1.624 -5.592 -0.566
O -2.017 -5.568 0.809
C -2.245 -4.382 -1.287
O -3.651 -4.637 -1.374
H -1.327 -1.467 -2.760
H -1.949 -2.966 -4.460
H -3.427 -3.302 -3.563
H -1.772 -5.107 -3.258
H 0.302 -3.807 -3.580
H -0.032 -2.879 -2.116
H 1.517 -5.298 -2.177
H 1.579 -4.650 0.096
H 0.342 -6.601 -0.310
H -2.001 -6.500 -1.050
H -1.502 -4.868 1.254
H -2.069 -3.478 -0.693
H -3.987 -4.835 -0.480
C -1.084 6.030 2.721
N -0.112 5.473 3.662
C 0.649 4.383 3.501
O 1.457 4.097 4.374
C 0.548 3.551 2.203
C 1.218 2.161 2.271
C 1.016 1.346 1.003
C 1.934 1.471 -0.058
C 1.682 0.845 -1.292
C 0.510 0.080 -1.465
O 0.233 -0.455 -2.685
C -0.386 -0.090 -0.389
C -0.133 0.545 0.844
N 0.979 4.273 0.991
C 2.088 4.974 0.752
C 3.133 5.202 1.826
O 2.270 5.443 -0.360
H -1.809 5.271 2.423
H -0.569 6.409 1.835
H -1.619 6.858 3.191
H 0.035 5.961 4.533
H -0.515 3.353 2.075
H 0.801 1.612 3.116
H 2.286 2.276 2.454
H 2.817 2.085 0.062
H 2.378 0.968 -2.107
H 0.824 -0.103 -3.354
H -1.278 -0.685 -0.525
H -0.838 0.439 1.656
H 0.394 4.164 0.178
H 2.756 5.917 2.553
H 3.380 4.268 2.322
H 4.031 5.606 1.363
```

Results
Molecular weight ... 395.46 g/mol
E_LUMO ... 0.018 Eh
Energy ... -1357.0961 hartree
SMILES ... OC[C@H]1C[C@H]2N[C@H]2[C@@H](O)[C@@H]1O.CNC(=O)[C@H](Cc1ccc(O)cc1)NC(C)=O
Multiplicity ... 1
Total charge ... 0
Orbital gap ... 9.302 eV

Charges computed using Löwdin, reported in e:
1. O -0.079
2. C -0.200
3. C -0.231
4. C -0.111
5. C -0.219
6. N 0.056
7. C -0.189
8. C -0.285
9. O -0.032
10. C -0.295
11. O -0.020
12. H 0.034
13. H 0.117
14. H 0.120
15. H 0.156
16. H 0.122
17. H 0.095
18. H 0.134
19. H 0.106
20. H 0.142
21. H 0.161
22. H 0.104
23. H 0.152
24. H 0.102
25. C -0.062
26. N 0.031
27. C -0.476
28. O 0.048
29. C -0.196
30. C -0.100
31. C -0.226
32. C -0.026
33. C -0.002
34. C -0.295
35. O 0.023
36. C 0.011
37. C -0.018
38. N 0.113
39. C -0.554
40. C 0.022
41. O 0.032
42. H 0.082
43. H 0.080
44. H 0.087
45. H 0.145
46. H 0.143
47. H 0.124
48. H 0.112
49. H 0.113
50. H 0.109
51. H 0.121
52. H 0.105
53. H 0.112
54. H 0.155
55. H 0.085
56. H 0.074
57. H 0.088



2.
A gas-phase ion, C4H8IN2 (charge +1). Source: the Open Molecules 2025 dataset; level of theory: ωB97M-V/def2-TZVPD.

Structure (XYZ):
```
15
C4H8IN2 | the Open Molecules 2025 dataset | ωB97M-V/def2-TZVPD
C 1.104 -0.381 1.494
C 0.202 -0.376 0.312
I 0.327 -2.872 -0.656
C 0.594 0.382 -0.953
N -0.688 0.856 -1.432
C -1.621 0.620 -0.550
N -1.148 -0.034 0.497
H 1.275 0.644 1.833
H 2.065 -0.816 1.235
H 0.681 -0.952 2.317
H 1.262 1.225 -0.734
H 1.092 -0.241 -1.699
H -0.814 1.330 -2.313
H -2.646 0.942 -0.652
H -1.686 -0.326 1.302
```

Results
Molecular weight ... 211.03 g/mol
E_LUMO ... -0.196 Eh
Energy ... -564.1589 hartree
SMILES ... C[C@]1(I)CNC=[NH+]1
Multiplicity ... 1
Total charge ... +1
Orbital gap ... 7.472 eV

Charges computed using Löwdin, reported in e:
1. C -0.075
2. C -0.510
3. I 0.434
4. C -0.145
5. N 0.120
6. C -0.030
7. N 0.114
8. H 0.106
9. H 0.090
10. H 0.095
11. H 0.152
12. H 0.097
13. H 0.183
14. H 0.179
15. H 0.189



3.
C5H8O in the gas phase. Source: the Open Molecules 2025 dataset; level of theory: ωB97M-V/def2-TZVPD.

Structure (XYZ):
```
14
C5H8O | the Open Molecules 2025 dataset | ωB97M-V/def2-TZVPD
C 1.080 1.283 -0.209
C 1.399 -0.003 -0.125
C 0.390 -1.109 -0.330
C -1.058 -0.590 -0.280
C -1.274 0.446 0.815
O -0.957 0.285 1.968
H 1.678 2.088 0.199
H 0.141 1.579 -0.664
H 2.393 -0.291 0.212
H 0.565 -1.661 -1.263
H 0.532 -1.833 0.480
H -1.368 -0.170 -1.244
H -1.747 -1.412 -0.052
H -1.773 1.387 0.492
```

Results
Molecular weight ... 84.12 g/mol
E_LUMO ... 0.039 Eh
Energy ... -270.5046 hartree
SMILES ... C=CCCC=O
Multiplicity ... 1
Total charge ... 0
Orbital gap ... 10.647 eV

Charges computed using Löwdin, reported in e:
1. C -0.006
2. C -0.167
3. C -0.195
4. C -0.170
5. C -0.313
6. O 0.053
7. H 0.067
8. H 0.056
9. H 0.101
10. H 0.112
11. H 0.114
12. H 0.110
13. H 0.120
14. H 0.120



4.
A molecular structure, C41H41FP2Ru. Source: the Open Molecules 2025 dataset; level of theory: ωB97M-V/def2-TZVPD.

Structure (XYZ):
```
86
C41H41FP2Ru | the Open Molecules 2025 dataset | ωB97M-V/def2-TZVPD
Ru 0.651 0.098 1.564
C -2.189 -2.104 -1.990
C -1.174 -1.658 -2.729
C -1.343 -0.973 -4.049
C -2.476 0.089 -4.212
C -2.953 0.810 -2.986
C -3.832 0.364 -2.081
C -4.483 -0.982 -2.068
C -3.591 -2.164 -2.511
C 1.095 1.755 2.749
H -2.030 -2.533 -1.002
H -0.142 -1.907 -2.468
H -1.530 -1.737 -4.827
H -0.391 -0.492 -4.321
H -2.061 0.863 -4.881
H -3.316 -0.366 -4.762
H -2.662 1.867 -2.957
H -4.274 1.061 -1.366
H -5.378 -0.971 -2.716
H -4.834 -1.176 -1.042
H -4.060 -3.079 -2.121
H -3.613 -2.228 -3.608
H 1.209 1.207 3.697
H 0.419 2.608 2.908
H 2.075 2.125 2.430
P 1.303 -0.648 -0.424
P -0.472 1.809 0.696
C 0.399 0.438 -1.537
C -0.479 1.363 -1.042
C 2.820 -1.072 -1.296
C 2.837 -1.239 -2.691
C 4.039 -1.511 -3.344
C 5.225 -1.619 -2.615
C 5.211 -1.467 -1.222
C 4.012 -1.217 -0.566
C 0.526 -2.291 -0.016
C -0.484 -2.244 0.955
C -1.037 -3.423 1.459
C -0.487 -4.651 1.077
C 0.561 -4.700 0.158
C 1.062 -3.528 -0.411
C -0.071 3.597 0.554
C 1.220 3.920 0.108
C 1.582 5.258 -0.071
C 0.653 6.272 0.194
C -0.644 5.949 0.607
C -1.010 4.612 0.796
C -2.069 1.728 1.618
C -2.125 1.544 3.009
C -3.363 1.457 3.652
C -4.540 1.485 2.898
C -4.486 1.670 1.511
C -3.252 1.845 0.881
H 0.665 0.420 -2.595
H -1.086 1.987 -1.700
H 1.913 -1.158 -3.263
H 4.045 -1.631 -4.429
H 6.167 -1.808 -3.129
H 6.135 -1.535 -0.648
H 3.980 -1.131 0.519
H -0.821 -1.249 1.361
H -1.873 -3.376 2.158
H -0.878 -5.578 1.505
H 1.002 -5.659 -0.120
H 1.873 -3.556 -1.137
H 1.931 3.124 -0.120
H 2.586 5.497 -0.426
H 0.943 7.320 0.078
H -1.380 6.735 0.780
H -2.022 4.356 1.111
H -1.199 1.472 3.582
H -3.395 1.356 4.737
H -5.503 1.362 3.394
H -5.404 1.694 0.919
H -3.170 2.069 -0.182
F 5.382 -2.148 4.985
C 4.401 -1.700 4.129
C 3.240 -2.452 3.996
C 2.228 -1.973 3.143
C 2.394 -0.774 2.463
C 3.584 -0.051 2.602
C 4.604 -0.502 3.451
H 3.096 -3.374 4.557
H 1.298 -2.522 3.035
H 3.700 0.889 2.064
H 5.515 0.077 3.589
```

Results
Molecular weight ... 715.80 g/mol
E_LUMO (spin up / spin down) ... -0.222 / -0.321 Eh
Expectation value of S² ... 6.019
Energy ... -2463.5989 hartree
Multiplicity ... 5
Total charge ... +2
Orbital gap (spin up / spin down) ... 7.565 / 4.895 eV

Charges computed using Löwdin, reported in e:
1. Ru 0.973
2. C -0.085
3. C -0.147
4. C -0.178
5. C -0.165
6. C -0.127
7. C -0.115
8. C -0.170
9. C -0.170
10. C -0.224
11. H 0.089
12. H 0.066
13. H 0.130
14. H 0.092
15. H 0.116
16. H 0.121
17. H 0.098
18. H 0.078
19. H 0.132
20. H 0.111
21. H 0.122
22. H 0.112
23. H 0.040
24. H 0.023
25. H 0.030
26. P 0.952
27. P 0.915
28. C -0.260
29. C -0.240
30. C -0.356
31. C -0.077
32. C -0.044
33. C -0.037
34. C -0.043
35. C -0.076
36. C -0.355
37. C -0.187
38. C -0.059
39. C -0.035
40. C -0.026
41. C -0.042
42. C -0.343
43. C -0.098
44. C -0.050
45. C -0.041
46. C -0.044
47. C -0.055
48. C -0.349
49. C -0.094
50. C -0.045
51. C -0.037
52. C -0.040
53. C -0.098
54. H 0.077
55. H 0.075
56. H 0.094
57. H 0.123
58. H 0.123
59. H 0.121
60. H 0.074
61. H 0.068
62. H 0.126
63. H 0.127
64. H 0.127
65. H 0.119
66. H 0.106
67. H 0.119
68. H 0.124
69. H 0.122
70. H 0.109
71. H 0.079
72. H 0.122
73. H 0.123
74. H 0.123
75. H 0.087
76. F 0.079
77. C -0.209
78. C 0.036
79. C -0.074
80. C -0.270
81. C -0.133
82. C 0.035
83. H 0.137
84. H 0.095
85. H 0.105
86. H 0.139



5.
C5H7NO3S2 in the gas phase. Source: the Open Molecules 2025 dataset; level of theory: ωB97M-V/def2-TZVPD.

Structure (XYZ):
```
18
C5H7NO3S2 | the Open Molecules 2025 dataset | ωB97M-V/def2-TZVPD
C 0.443 -0.524 -3.192
C 0.498 0.150 -1.759
C 1.728 0.546 -1.279
O 1.607 1.246 -0.031
C 0.238 1.000 0.113
O -0.268 1.361 1.221
S -0.200 0.117 2.369
C -1.907 -0.423 2.512
O 0.064 0.527 3.742
S 0.917 -1.248 1.716
N -0.463 0.462 -0.824
H 0.986 0.092 -3.927
H 1.045 -1.301 -3.128
H -0.537 -0.872 -3.576
H 2.612 0.058 -1.563
H -2.155 -1.372 2.915
H -2.362 0.438 3.174
H -2.246 -0.257 1.517
```

Results
Molecular weight ... 193.25 g/mol
E_LUMO ... 0.005 Eh
Energy ... -1271.4477 hartree
SMILES ... Cc1coc(O[S@](C)(=O)=S)n1
Multiplicity ... 1
Total charge ... 0
Orbital gap ... 9.118 eV

Charges computed using Löwdin, reported in e:
1. C -0.002
2. C -0.255
3. C -0.044
4. O 0.074
5. C -0.670
6. O -0.116
7. S 0.392
8. C -0.169
9. O -0.378
10. S 0.455
11. N 0.207
12. H 0.084
13. H 0.005
14. H 0.090
15. H 0.111
16. H 0.060
17. H 0.118
18. H 0.038



6.
2 unconnected molecules or ions with the total composition C7H7I2OPS. Source: the Open Molecules 2025 dataset; level of theory: ωB97M-V/def2-TZVPD.

Structure (XYZ):
```
19
C7H7I2OPS | the Open Molecules 2025 dataset | ωB97M-V/def2-TZVPD
C -0.095 -1.299 0.606
C -0.293 -0.116 -1.534
C -0.884 -2.370 0.157
C -0.837 -1.293 -2.083
C 0.067 -0.119 -0.213
C -1.248 -2.279 -1.177
C 0.887 0.941 0.488
O -2.287 -3.376 -3.230
P -3.546 -0.366 1.517
S -2.085 -3.669 -1.791
I -4.580 -1.705 -0.095
I -3.642 1.867 0.609
H 0.170 -1.152 1.651
H -0.328 0.715 -2.201
H -1.137 -3.255 0.757
H -1.056 -1.341 -3.105
H 1.885 0.676 0.132
H 0.541 1.875 0.166
H 0.672 0.946 1.545
```

Results
Molecular weight ... 423.98 g/mol
E_LUMO (spin up / spin down) ... -0.040 / -0.061 Eh
Energy ... -1681.0536 hartree
Multiplicity ... 1
Total charge ... 0
Orbital gap (spin up / spin down) ... 6.987 / 6.343 eV

Charges computed using Löwdin, reported in e:
1. C -0.051
2. C -0.033
3. C -0.158
4. C -0.048
5. C -0.282
6. C -0.584
7. C -0.043
8. O -0.552
9. P -0.298
10. S 0.878
11. I 0.340
12. I 0.183
13. H 0.106
14. H 0.111
15. H 0.114
16. H 0.088
17. H 0.100
18. H 0.055
19. H 0.074



7.
A molecular structure, C10H10F6HfN7O5S2. Source: the Open Molecules 2025 dataset; level of theory: ωB97M-V/def2-TZVPD.

Structure (XYZ):
```
41
C10H10F6HfN7O5S2 | the Open Molecules 2025 dataset | ωB97M-V/def2-TZVPD
Hf -0.164 -0.693 -0.399
F -2.529 -4.193 1.453
C -2.214 -2.999 1.088
F -0.843 -2.816 1.135
F -2.759 -2.071 1.832
S -2.593 -2.634 -0.690
O -2.154 -1.157 -0.674
O -3.934 -2.901 -0.984
N -1.522 -3.456 -1.501
S -0.221 -2.837 -2.088
O -0.404 -1.542 -2.746
O 0.777 -2.488 -0.973
C 0.524 -4.236 -3.194
F -0.306 -4.360 -4.182
F 0.599 -5.293 -2.447
F 1.690 -3.782 -3.557
N 0.080 4.200 -4.736
C 0.814 3.693 -3.775
N 2.054 4.073 -3.545
N 0.225 2.738 -3.003
C 0.307 1.903 -2.142
N 0.256 1.054 -1.279
H 0.423 4.928 -5.348
H -0.869 3.884 -4.870
H 2.499 4.788 -4.105
H 2.587 3.691 -2.780
N -0.498 2.670 5.201
C -0.743 2.128 4.005
O -1.693 2.390 3.294
C 0.225 1.070 3.486
C 1.225 0.395 4.175
C 1.965 -0.597 3.529
C 1.684 -0.905 2.220
N 0.711 -0.244 1.541
C 0.008 0.719 2.171
H -1.150 3.355 5.554
H 0.329 2.490 5.743
H 1.436 0.611 5.215
H 2.745 -1.136 4.048
H 2.221 -1.682 1.690
H -0.791 1.243 1.640
```

Results
Molecular weight ... 664.85 g/mol
E_LUMO ... -0.385 Eh
Energy ... -2589.2401 hartree
Multiplicity ... 1
Total charge ... +3
Orbital gap ... 7.476 eV

Charges computed using Löwdin, reported in e:
1. Hf 1.834
2. F 0.272
3. C -0.651
4. F 0.050
5. F 0.214
6. S 0.762
7. O -0.411
8. O -0.108
9. N -0.260
10. S 0.765
11. O -0.312
12. O -0.404
13. C -0.675
14. F 0.251
15. F 0.249
16. F 0.235
17. N 0.264
18. C -0.382
19. N 0.258
20. N 0.240
21. C -0.212
22. N -0.035
23. H 0.161
24. H 0.158
25. H 0.159
26. H 0.147
27. N 0.226
28. C -0.483
29. O 0.083
30. C -0.060
31. C 0.080
32. C 0.025
33. C -0.067
34. N -0.123
35. C -0.062
36. H 0.146
37. H 0.117
38. H 0.141
39. H 0.142
40. H 0.135
41. H 0.131



8.
12 unconnected molecules or ions with the total composition C4H28O12. Source: the Open Molecules 2025 dataset; level of theory: ωB97M-V/def2-TZVPD.

Structure (XYZ):
```
44
C4H28O12 | the Open Molecules 2025 dataset | ωB97M-V/def2-TZVPD
C -3.903 -1.405 1.356
C -4.097 -0.968 0.116
C -3.113 -0.502 -0.799
C -3.379 -0.452 -2.147
O -2.538 0.042 -3.071
H -4.627 -1.681 2.088
H -3.046 -1.346 2.005
H -5.131 -0.899 -0.171
H -2.108 -0.269 -0.511
H -4.302 -0.848 -2.597
H -1.727 0.340 -2.557
O 0.336 -0.400 -2.640
H 1.056 0.250 -2.387
H -0.063 -0.684 -1.800
O -0.165 2.271 1.925
H 0.138 1.451 2.393
H 0.609 2.887 2.054
O 2.392 1.131 -2.075
H 2.468 1.442 -1.163
H 2.956 0.358 -2.189
O 0.959 -0.040 2.807
H 0.783 -0.702 2.106
H 1.308 -0.625 3.499
O 2.198 3.583 2.313
H 1.949 3.281 3.197
H 2.852 2.905 2.082
O 0.158 0.826 -0.334
H -0.048 1.462 0.378
H 0.442 1.318 -1.117
O -2.858 2.485 2.135
H -2.740 3.440 2.161
H -1.969 2.229 1.813
O 2.308 -3.054 -2.988
H 2.023 -2.432 -2.309
H 2.174 -2.705 -3.872
O -0.257 -1.861 0.935
H -1.081 -1.563 1.325
H 0.089 -1.347 0.206
O 3.697 -2.655 -0.878
H 4.009 -2.366 -1.750
H 3.168 -3.443 -1.148
O 3.033 0.441 0.283
H 2.484 0.468 1.073
H 3.561 -0.363 0.251
```

Results
Molecular weight ... 268.26 g/mol
E_LUMO ... -0.010 Eh
Energy ... -1072.0130 hartree
SMILES ... C=C/C=C/O.O.O.O.O.O.O.O.O.O.O.O
Multiplicity ... 1
Total charge ... 0
Orbital gap ... 7.462 eV

Charges computed using Löwdin, reported in e:
1. C -0.007
2. C -0.202
3. C -0.109
4. C -0.174
5. O 0.004
6. H 0.038
7. H 0.034
8. H 0.102
9. H 0.070
10. H 0.131
11. H 0.096
12. O -0.085
13. H -0.010
14. H 0.011
15. O -0.100
16. H 0.031
17. H 0.037
18. O -0.055
19. H 0.033
20. H 0.065
21. O -0.058
22. H 0.025
23. H 0.083
24. O -0.031
25. H 0.064
26. H 0.062
27. O -0.077
28. H 0.020
29. H 0.044
30. O -0.086
31. H 0.026
32. H -0.013
33. O -0.065
34. H 0.014
35. H 0.057
36. O -0.033
37. H 0.026
38. H 0.010
39. O -0.086
40. H 0.035
41. H 0.051
42. O -0.047
43. H 0.021
44. H 0.048